Run A
C2H4N2P2 | ωB97M-V/def2-TZVPD

The gap between HOMO and LUMO comes out at 0.2858 hartree. As for the highest occupied orbital energy: -8.6 eV.

ORCA input file:
```
! RIJCOSX wB97M-V def2-TZVPD def2/J DEFGRID3
* xyz 0 1
C 0.2339 -1.5390 -1.9091
C -0.1917 -2.2251 -0.7427
N 0.1574 -0.2295 -2.0281
N -0.2841 0.3184 -0.9104
P -0.8393 -0.8838 0.1781
P -0.4943 -0.1230 2.2043
H 0.6414 -2.0746 -2.7495
H -0.4697 1.3138 -0.9333
H -0.8357 1.1776 1.8274
H 0.8694 0.1156 1.9854
*
```


Run B
C2H4N2P2 | ωB97M-V/def2-TZVPD

The gap between HOMO and LUMO comes out at 0.2686 hartree. As for the highest occupied orbital energy: -8.0 eV.

ORCA input file:
```
! RIJCOSX wB97M-V def2-TZVPD def2/J DEFGRID3
* xyz 0 1
C 0.8748 -0.3444 -0.0104
C -0.4048 0.2791 -0.1627
N 2.0708 -0.0656 -0.3021
N 3.1544 0.0059 -0.5546
P -1.0032 1.9824 -0.1349
P -1.9644 -0.6602 -0.1140
H 0.9020 -1.3954 0.2653
H 0.0801 2.9547 0.1037
H -2.1416 -0.7661 1.3327
H -1.5681 -1.9905 -0.4231
*
```


Energies in kcal/mol, measured from the most stable structure: run A 0.0; run B 6.1.